Entry 1:
{
  "formula": "C4H12",
  "method": "ωB97M-V/def2-TZVPD",
  "symbols": ["C", "C", "H", "H", "H", "H", "H", "H", "C", "C", "H", "H", "H", "H", "H", "H"],
  "positions_angstrom": [[-2.3800, -0.9044, 0.7434], [-2.1427, 0.2816, -0.2200], [-1.5284, -1.0990, 1.3988], [-3.1068, -0.6474, 1.5059], [-2.7772, -1.7720, 0.2320], [-2.4926, 1.2331, 0.1590], [-2.6532, 0.0316, -1.1594], [-1.0900, 0.3581, -0.4471], [1.7084, 0.6989, 0.0087], [2.8455, 0.0004, -0.6969], [0.6968, 0.6459, -0.3712], [1.6083, 0.0814, 0.9242], [1.8713, 1.6954, 0.4351], [3.7251, 0.0784, -0.0355], [3.1899, 0.3579, -1.6586], [2.5255, -1.0400, -0.8185]],
  "smiles": "CC.CC",
  "gap_ha": 0.4609,
  "homo_energy_ev": -11.396,
  "energy_ev": -4341.98644,
  "de_lowest_kcal_mol": 12.5
}

=====

Entry 2:
{
  "formula": "C4H12",
  "method": "ωB97M-V/def2-TZVPD",
  "symbols": ["C", "C", "H", "H", "H", "H", "H", "H", "C", "C", "H", "H", "H", "H", "H", "H"],
  "positions_angstrom": [[0.2366, 2.4058, 0.6996], [-1.0224, 1.6091, 1.2404], [0.2172, 2.8394, -0.3233], [0.3690, 3.1604, 1.3712], [1.1643, 1.8545, 0.6758], [-2.0125, 2.1583, 1.3288], [-0.8019, 1.0401, 2.2284], [-1.3686, 0.9662, 0.4532], [1.1383, -1.7904, -1.1155], [-0.3274, -2.2128, -0.8267], [1.7007, -1.4938, -0.2207], [1.6731, -2.5257, -1.5862], [1.0621, -0.9708, -1.7625], [-1.0232, -2.2166, -1.6170], [-0.9412, -1.5757, -0.1245], [-0.1890, -3.3060, -0.4100]],
  "smiles": "CC.CC",
  "gap_ha": 0.4628,
  "homo_energy_ev": -11.477,
  "energy_ev": -4341.38525,
  "de_lowest_kcal_mol": 26.4
}

=====

Entry 3:
{
  "formula": "C4H12",
  "method": "ωB97M-V/def2-TZVPD",
  "symbols": ["C", "C", "H", "H", "H", "H", "H", "H", "C", "C", "H", "H", "H", "H", "H", "H"],
  "positions_angstrom": [[1.5818, -0.5409, 0.9311], [1.0271, -1.8811, 0.4299], [0.7967, 0.1847, 1.1638], [2.0376, -0.7022, 1.9114], [2.2376, 0.0518, 0.2992], [-0.0569, -1.8851, 0.4722], [1.3098, -1.9623, -0.6262], [1.4530, -2.7862, 0.8530], [-0.8215, 0.9542, -1.2191], [-1.7725, 1.4277, -0.1348], [-0.9037, 1.4948, -2.1638], [0.2084, 1.2058, -0.9624], [-0.9020, -0.1191, -1.3352], [-1.7151, 2.4915, 0.0873], [-2.8037, 1.1300, -0.2989], [-1.4157, 0.9963, 0.8083]],
  "smiles": "CC.CC",
  "gap_ha": 0.4707,
  "homo_energy_ev": -11.627,
  "energy_ev": -4342.16640,
  "de_lowest_kcal_mol": 8.3
}

=====

Entry 4:
{
  "formula": "C4H12",
  "method": "ωB97M-V/def2-TZVPD",
  "symbols": ["C", "C", "H", "H", "H", "H", "H", "H", "C", "C", "H", "H", "H", "H", "H", "H"],
  "positions_angstrom": [[0.9819, -0.3774, 1.2192], [1.7645, -0.1800, 2.4748], [1.4949, -0.0511, 0.3132], [0.6818, -1.4229, 1.0972], [0.0397, 0.2685, 1.2818], [1.1972, -0.4372, 3.3789], [2.1869, 0.8165, 2.5555], [2.6142, -0.8983, 2.4420], [-0.8199, 0.1244, -1.3902], [-1.9302, 0.4673, -2.2970], [-0.8390, 0.7756, -0.4629], [-0.8537, -0.9352, -1.1271], [0.2023, 0.3048, -1.8061], [-1.7877, -0.0853, -3.2563], [-2.0263, 1.5413, -2.4679], [-2.9067, 0.0891, -1.9551]],
  "gap_ha": [0.5178, 0.1538],
  "homo_energy_ev": [-17.046, -15.558],
  "total_charge": 1,
  "energy_ev": -4330.97698,
  "s2": 0.754,
  "spin_multiplicity": 2,
  "de_lowest_kcal_mol": 5.9
}

=====

Entry 5:
{
  "formula": "C4H12",
  "method": "ωB97M-V/def2-TZVPD",
  "symbols": ["C", "C", "H", "H", "H", "H", "H", "H", "C", "C", "H", "H", "H", "H", "H", "H"],
  "positions_angstrom": [[1.4812, -2.2092, -0.0070], [0.3223, -2.3635, -0.8817], [1.7561, -3.2567, 0.1916], [2.4251, -1.7424, -0.3899], [1.2844, -1.3741, 0.7144], [-0.2053, -1.4967, -1.3325], [-0.6344, -2.8004, -0.4950], [0.5227, -3.1583, -1.6381], [-0.1528, 2.1958, 0.8167], [-1.5999, 2.4490, 0.2164], [-0.4189, 1.4914, 1.6004], [0.5020, 1.7113, 0.0868], [0.4085, 3.0860, 1.0737], [-2.3340, 1.8051, 0.6814], [-1.7573, 3.5167, 0.2006], [-1.5996, 2.1459, -0.8378]],
  "gap_ha": [0.3989, 0.1192],
  "homo_energy_ev": [-14.458, -14.457],
  "total_charge": 1,
  "energy_ev": -4330.28942,
  "s2": 0.753,
  "spin_multiplicity": 2,
  "de_lowest_kcal_mol": 21.7
}

=====

Entry 6:
{
  "formula": "C4H12",
  "method": "ωB97M-V/def2-TZVPD",
  "symbols": ["C", "C", "H", "H", "H", "H", "H", "H", "C", "C", "H", "H", "H", "H", "H", "H"],
  "positions_angstrom": [[-0.4132, -2.6950, 0.2954], [0.5861, -1.8266, -0.3522], [0.0029, -2.8146, 1.3489], [-1.4013, -2.2892, 0.5331], [-0.5597, -3.6753, -0.1402], [0.0539, -0.9852, -0.8899], [1.2850, -2.4278, -0.9266], [1.1966, -1.1396, 0.2769], [0.6290, 2.3965, 0.1941], [-0.7462, 2.1130, -0.2970], [1.2116, 3.1209, -0.3733], [0.5811, 2.9051, 1.1604], [1.1925, 1.4877, 0.3875], [-1.2574, 2.7251, -1.0387], [-0.8819, 1.0756, -0.7050], [-1.4790, 2.0293, 0.5267]],
  "gap_ha": [0.4643, 0.1392],
  "homo_energy_ev": [-15.793, -14.980],
  "total_charge": 1,
  "energy_ev": -4330.66182,
  "s2": 0.753,
  "spin_multiplicity": 2,
  "de_lowest_kcal_mol": 13.1
}

=====

Entry 7:
{
  "formula": "C4H12AlO2",
  "method": "ωB97M-V/def2-TZVPD",
  "symbols": ["Al", "C", "C", "O", "H", "H", "H", "H", "H", "H", "C", "C", "O", "H", "H", "H", "H", "H", "H"],
  "positions_angstrom": [[-2.0454, -1.8072, 0.8644], [-2.4788, 2.8598, -0.0403], [-1.3573, 2.0557, 0.6926], [-1.2663, 0.9492, -0.1780], [-2.2986, 3.9154, 0.2659], [-3.5018, 2.5789, 0.2419], [-2.5536, 2.8749, -1.1376], [-1.6820, 1.6730, 1.6577], [-0.4882, 2.7083, 0.8217], [-0.6577, 1.1469, -0.9359], [2.5666, -2.5559, 0.4873], [2.0145, -1.7645, -0.6606], [0.5821, -1.5891, -0.6226], [3.4933, -3.1014, 0.2624], [1.8090, -3.2490, 0.8703], [2.7937, -1.9093, 1.3635], [2.2317, -2.3025, -1.6089], [2.4876, -0.7530, -0.7730], [0.3513, -1.7303, -1.5708]],
  "gap_ha": 0.1160,
  "homo_energy_ev": -22.331,
  "total_charge": 3,
  "energy_ev": -14993.58766,
  "de_lowest_kcal_mol": 33.9
}

=====

Entry 8:
{
  "formula": "C4H12B4F16NO3V",
  "method": "ωB97M-V/def2-TZVPD",
  "symbols": ["O", "V", "O", "C", "C", "C", "O", "C", "N", "H", "H", "H", "H", "H", "H", "H", "H", "H", "H", "H", "H", "B", "F", "F", "F", "F", "B", "F", "F", "F", "F", "B", "F", "F", "F", "F", "B", "F", "F", "F", "F"],
  "positions_angstrom": [[-14.4108, 9.2567, -20.7870], [-15.3681, 8.1763, -20.1180], [-16.6553, 7.9656, -21.0304], [-13.8026, 10.5432, -24.2162], [-15.0517, 11.2185, -23.6288], [-14.9288, 12.0451, -22.2842], [-14.1769, 13.2760, -22.5310], [-12.9404, 13.3692, -21.9557], [-15.6291, 12.1158, -24.7241], [-16.0278, 11.5726, -25.4764], [-16.3718, 12.7280, -24.4181], [-14.9065, 12.7497, -25.0340], [-12.9279, 11.1853, -24.3196], [-13.9718, 9.9607, -25.1218], [-13.4526, 9.7035, -23.6158], [-15.7639, 10.4180, -23.4287], [-14.4223, 11.3912, -21.5744], [-15.8417, 12.2329, -21.7191], [-12.4531, 12.4003, -22.0645], [-12.9733, 13.6345, -20.8989], [-12.2813, 13.9732, -22.5793], [-16.8354, 6.2857, -17.6003], [-15.9755, 6.6492, -18.6625], [-17.8693, 5.3978, -18.0083], [-16.0977, 5.6942, -16.5817], [-17.4626, 7.3617, -17.1082], [-14.2280, 6.4374, -22.0856], [-15.2860, 5.7887, -21.7591], [-14.7241, 7.6437, -22.7137], [-13.4373, 6.7799, -21.0198], [-13.5256, 5.6361, -22.9820], [-16.7728, 10.6049, -19.0020], [-15.6691, 11.3244, -19.2656], [-17.5899, 11.1838, -18.0630], [-17.4775, 10.5269, -20.1643], [-16.3456, 9.3367, -18.6076], [-13.5158, 8.0580, -17.1761], [-12.5577, 7.2217, -16.7591], [-13.1635, 9.3231, -16.8461], [-13.7781, 7.8792, -18.4595], [-14.5337, 7.7211, -16.3612]],
  "gap_ha": 0.2336,
  "homo_energy_ev": -4.088,
  "total_charge": -2,
  "energy_ev": -83872.69732
}

=====

Entry 9:
{
  "formula": "C4H12BrHfO2S2",
  "method": "ωB97M-V/def2-TZVPD",
  "symbols": ["Hf", "Br", "C", "S", "O", "C", "H", "H", "H", "H", "H", "H", "C", "S", "O", "C", "H", "H", "H", "H", "H", "H"],
  "positions_angstrom": [[-1.7325, -1.9989, -1.9136], [-2.4240, -2.2771, 0.7263], [-0.5885, 2.5722, -0.7063], [-2.0598, 1.5617, -0.7321], [-1.4709, 0.1450, -1.0857], [-2.5128, 1.5041, 1.0540], [0.2819, 1.9762, -0.4217], [-0.6157, 3.4811, -0.1086], [-0.3686, 2.8035, -1.7508], [-1.9525, 0.7132, 1.5426], [-3.5802, 1.2792, 1.0966], [-2.4598, 2.5226, 1.4384], [1.3962, -1.8125, 1.3064], [1.6080, -2.2380, -0.4306], [0.2557, -1.9180, -1.1843], [2.8157, -0.9901, -0.8885], [2.3800, -2.0454, 1.7217], [0.5478, -2.3884, 1.6682], [1.2041, -0.7605, 1.5201], [2.8256, -0.7857, -1.9575], [3.7982, -1.3018, -0.5234], [2.6521, -0.0423, -0.3711]],
  "gap_ha": 0.2488,
  "homo_energy_ev": -20.956,
  "total_charge": 3,
  "energy_ev": -101424.19157,
  "de_lowest_kcal_mol": 13.6
}

=====

Entry 10:
{
  "formula": "C4H12BrO2S2V",
  "method": "ωB97M-V/def2-TZVPD",
  "symbols": ["V", "Br", "C", "S", "O", "C", "H", "H", "H", "H", "H", "H", "C", "S", "O", "C", "H", "H", "H", "H", "H", "H"],
  "positions_angstrom": [[1.0813, 0.5903, 0.9402], [-1.2256, -0.4673, 1.3430], [-1.8424, 3.3205, 2.1412], [-0.7129, 3.5724, 0.6360], [0.4786, 2.6655, 0.7000], [-1.8532, 3.0014, -0.6385], [-1.9382, 2.2517, 2.3321], [-2.8526, 3.7288, 2.1107], [-1.4677, 3.8085, 3.0410], [-1.4636, 3.3813, -1.5829], [-2.8760, 3.3402, -0.4732], [-1.8071, 1.9124, -0.6469], [0.2788, -3.3158, -0.7894], [1.5568, -2.0952, -1.2197], [1.7988, -1.1626, -0.0745], [3.0158, -3.2742, -1.3981], [-0.5933, -2.7649, -0.4374], [0.6732, -3.9851, -0.0248], [-0.0321, -3.9630, -1.6096], [3.2286, -3.6661, -0.4035], [3.8252, -2.7624, -1.9186], [2.7275, -4.1165, -2.0270]],
  "gap_ha": [0.3193, 0.3249],
  "homo_energy_ev": [-12.411, -12.697],
  "total_charge": 1,
  "energy_ev": -125831.63830,
  "s2": 3.759,
  "spin_multiplicity": 4
}

=====

Entry 11:
{
  "formula": "C4H12ClN2O3",
  "method": "ωB97M-V/def2-TZVPD",
  "symbols": ["C", "N", "C", "C", "N", "O", "C", "O", "O", "Cl", "H", "H", "H", "H", "H", "H", "H", "H", "H", "H", "H", "H"],
  "positions_angstrom": [[1.8690, 0.6359, -1.0253], [0.5485, 0.7497, -0.4235], [0.7484, 1.4264, 0.8935], [-0.1380, -0.5373, -0.1996], [0.4628, -1.4896, 0.6219], [-0.3072, -1.0397, -1.6627], [-1.5437, -0.2580, 0.2880], [-1.5354, -0.0333, 1.6351], [-2.3243, -1.3474, 0.0268], [-2.2073, 1.2482, -0.5337], [2.4334, -0.2547, -0.7496], [1.8554, 0.4167, -2.0562], [2.3384, 1.5410, -0.9154], [-0.0817, 1.2120, -0.9486], [-0.0527, 1.8300, 1.4591], [1.3567, 0.6785, 1.5954], [1.3148, 2.2355, 0.7763], [1.2508, -1.9773, 0.1985], [-0.0801, -2.1873, 1.0589], [-0.4170, -1.9817, -1.7312], [-2.2818, 0.4417, 1.9602], [-3.2091, -1.3091, -0.2677]],
  "smiles": "C[NH+](C)[C@](N)(O)C(O)(O)Cl",
  "gap_ha": 0.4386,
  "homo_energy_ev": -14.602,
  "total_charge": 1,
  "energy_ev": -25979.70656,
  "de_lowest_kcal_mol": 61.6
}

=====

Entry 12:
{
  "formula": "C4H12CrN3O11S",
  "method": "ωB97M-V/def2-TZVPD",
  "symbols": ["Cr", "C", "O", "H", "H", "H", "S", "O", "O", "O", "O", "C", "N", "O", "O", "H", "H", "H", "C", "N", "O", "O", "H", "H", "H", "C", "N", "O", "O", "H", "H", "H"],
  "positions_angstrom": [[0.8832, 0.1668, 0.7115], [0.5756, -1.0123, -2.4143], [0.9372, -0.4336, -1.2466], [-0.0774, -0.3426, -3.0259], [1.4244, -1.2834, -3.0659], [-0.0602, -1.9226, -2.2647], [1.7581, 1.0102, 3.0980], [1.9450, 0.0307, 4.1654], [0.3360, 1.0367, 2.5630], [2.1882, 2.3235, 3.5734], [2.4357, 0.5614, 1.8073], [1.2893, -3.6823, 0.0500], [1.4298, -2.8805, 1.2838], [0.6364, -1.9477, 1.4088], [2.3446, -3.1221, 2.0335], [2.0852, -3.4514, -0.6488], [0.2761, -3.5721, -0.3127], [1.4112, -4.7326, 0.3291], [-0.8617, 4.2247, -0.2413], [-0.0557, 3.1068, -0.8268], [0.4281, 3.2757, -1.9272], [0.0997, 2.1429, -0.1192], [-1.1079, 4.9091, -1.0362], [-0.2896, 4.5816, 0.6112], [-1.7325, 3.7362, 0.1993], [-2.8567, -0.8402, -1.1053], [-2.3074, 0.1668, -0.1540], [-1.2975, -0.1533, 0.4311], [-2.8725, 1.2318, -0.0482], [-2.0114, -1.3623, -1.5321], [-3.4659, -0.2939, -1.8143], [-3.4872, -1.4719, -0.4818]],
  "gap_ha": [0.2165, 0.2564],
  "homo_energy_ev": [-3.758, -4.776],
  "total_charge": -1,
  "energy_ev": -70585.65492,
  "s2": 6.033,
  "spin_multiplicity": 5,
  "de_lowest_kcal_mol": 0.0
}